98
Properties=species:S:1:pos:R:3:forces:R:3:lowdin_charge:R:1 method="wB97M-V/def2-TZVPD" lumo_ha=-0.0167 smiles="CCOCC[C@H]1OC(=O)O[C@@]1(CC[C@@](F)(Br)C(F)(F)Br)[PH2]=S.COC(=O)OC.COC(=O)OC.COC(=O)OC.COC(=O)OC.COC(=O)OC" homo_energy_ev=-8.785 charge=0
C -2.433 -2.693 -4.544 0.59 -0.55 0.23 -0.0779
C -2.082 -2.476 -2.987 -0.51 -0.58 -1.21 -0.2689
O -1.208 -1.321 -2.890 -0.27 -1.08 2.01 -0.1828
C -0.855 -1.164 -1.490 -0.69 0.56 0.92 -0.1927
C -1.517 0.180 -0.834 0.29 -0.26 -1.33 -0.0965
C -0.464 1.367 -1.081 1.38 -1.65 2.24 -0.2952
O 0.081 1.552 -2.429 -0.31 3.72 1.87 0.0200
C 0.559 2.919 -2.413 1.00 -0.32 -3.15 -0.3324
O 1.214 3.384 -3.382 -3.62 -1.64 5.27 0.0884
O 0.178 3.610 -1.196 0.71 -1.03 -1.35 -0.0109
C -0.699 2.805 -0.369 -0.10 -2.86 -0.95 -0.4978
C -0.328 2.516 1.165 1.24 0.65 -0.14 -0.1470
C -0.747 3.651 2.213 0.28 -0.11 -0.88 -0.1389
C -2.276 3.675 2.676 1.22 1.96 1.20 -0.7205
F -2.998 4.730 1.978 1.28 -2.50 1.19 -0.0963
Br -3.216 1.937 2.666 0.67 1.00 -0.42 0.7799
C -2.267 4.175 4.240 -1.33 0.05 0.42 -0.7166
F -1.802 5.515 4.376 -0.30 -3.44 -0.28 -0.0018
F -1.588 3.254 5.088 -0.98 2.57 -2.08 -0.0199
Br -4.206 4.193 4.802 1.33 0.24 0.10 0.7660
P -2.434 3.377 -0.867 -0.93 0.83 -1.50 0.4585
S -2.929 2.894 -2.715 0.39 0.17 0.63 0.1909
H -1.941 -3.685 -4.867 -0.88 1.55 0.31 0.0756
H -1.966 -1.859 -5.189 -0.92 -1.23 1.17 0.0916
H -3.563 -2.776 -4.710 1.70 0.23 0.13 0.0716
H -3.061 -2.327 -2.405 1.42 0.00 -0.61 0.1237
H -1.550 -3.414 -2.562 -0.80 1.50 -0.64 0.1249
H 0.281 -1.137 -1.335 -1.52 0.02 -0.46 0.1328
H -1.260 -2.039 -0.869 0.64 1.09 -0.97 0.1176
H -2.539 0.428 -1.300 1.59 -0.57 0.53 0.0944
H -1.684 -0.065 0.279 0.55 0.84 -1.56 0.1116
H 0.479 0.964 -0.532 -1.41 0.68 -0.51 0.1557
H -0.664 1.447 1.450 0.22 1.98 -0.48 0.0972
H 0.833 2.463 1.198 -1.88 0.19 -0.15 0.1493
H -0.539 4.671 1.700 -0.38 -1.58 1.10 0.1544
H -0.051 3.541 3.130 -1.40 0.25 -1.39 0.1422
H -2.434 4.826 -0.745 0.22 -1.05 0.48 0.0113
H -3.492 2.912 -0.025 0.99 0.27 0.27 -0.0420
C 3.891 3.725 -3.762 -0.32 0.07 -0.08 -0.0518
O 5.239 3.249 -3.790 0.53 -0.28 0.53 0.0039
C 5.634 2.651 -2.656 -0.11 0.16 -0.29 -0.5886
O 4.958 2.496 -1.662 0.46 -0.03 -0.48 0.1091
O 6.912 2.254 -2.817 -0.52 0.17 0.01 0.0001
C 7.469 1.597 -1.682 0.25 -0.16 0.31 -0.0392
H 3.679 4.188 -4.726 0.26 -0.14 0.06 0.1011
H 3.196 2.899 -3.618 0.35 0.17 0.06 0.0711
H 3.764 4.478 -2.982 -0.02 -0.22 0.01 0.1018
H 6.914 0.685 -1.455 0.08 0.30 0.09 0.0640
H 7.483 2.267 -0.818 -0.16 -0.15 -0.04 0.1025
H 8.497 1.324 -1.921 -0.17 0.14 -0.23 0.0976
C 4.844 -1.251 -0.803 -0.23 0.41 -0.08 -0.0357
O 5.103 -2.646 -0.650 0.35 -0.28 0.29 0.0016
C 6.118 -2.930 0.183 -0.09 0.01 -0.07 -0.5936
O 6.792 -2.125 0.780 -0.29 -0.38 -0.28 0.1238
O 6.253 -4.267 0.235 -0.16 0.39 -0.09 -0.0086
C 7.303 -4.717 1.090 0.34 -0.19 0.27 -0.0514
H 4.008 -1.138 -1.494 0.11 -0.28 0.05 0.0978
H 4.563 -0.804 0.154 0.22 0.00 -0.08 0.1046
H 5.711 -0.743 -1.227 -0.13 -0.12 0.21 0.0666
H 7.119 -4.407 2.121 0.10 0.11 -0.14 0.1018
H 8.270 -4.346 0.741 -0.14 0.09 0.13 0.0999
H 7.319 -5.807 1.055 -0.20 0.14 -0.19 0.0890
C -4.009 7.348 6.465 0.51 0.04 -0.05 -0.0735
O -5.430 7.442 6.389 -0.32 0.17 0.30 -0.0118
C -5.999 8.064 7.436 -0.01 -0.03 -0.06 -0.5959
O -5.418 8.525 8.389 -0.28 -0.21 -0.43 0.1223
O -7.329 8.083 7.237 0.46 -0.08 -0.05 -0.0031
C -8.067 8.718 8.280 -0.29 0.19 0.29 -0.0484
H -3.659 6.831 5.572 -0.33 0.13 0.08 0.0274
H -3.557 8.343 6.487 -0.09 -0.10 0.19 0.1021
H -3.707 6.767 7.340 -0.04 0.19 -0.01 0.1028
H -7.777 9.767 8.373 0.09 -0.17 0.09 0.0985
H -7.927 8.192 9.227 0.12 0.16 -0.08 0.0982
H -9.124 8.675 8.014 0.21 -0.13 -0.20 0.0932
C 5.680 -8.496 6.222 0.03 0.03 0.46 -0.0480
O 5.687 -8.805 4.829 -0.18 0.25 -0.38 -0.0026
C 5.078 -7.887 4.058 0.03 -0.08 -0.03 -0.5967
O 4.552 -6.872 4.445 0.25 -0.45 -0.18 0.1209
O 5.157 -8.298 2.780 0.06 0.02 0.49 -0.0012
C 4.547 -7.414 1.842 -0.19 0.25 -0.36 -0.0402
H 6.196 -9.302 6.745 -0.03 -0.02 -0.32 0.0936
H 6.213 -7.563 6.413 -0.21 -0.03 -0.05 0.0982
H 4.656 -8.441 6.599 0.12 0.15 -0.09 0.0984
H 5.035 -6.437 1.860 -0.19 -0.06 0.11 0.0796
H 3.478 -7.315 2.045 0.16 0.12 0.08 0.1008
H 4.670 -7.842 0.847 0.13 -0.16 0.25 0.0985
C -4.704 -5.909 -8.283 0.39 -0.23 0.02 -0.0476
O -5.995 -5.341 -8.497 -0.20 0.39 0.20 -0.0017
C -6.233 -4.228 -7.783 -0.07 -0.03 -0.07 -0.5966
O -5.466 -3.702 -7.012 -0.34 -0.24 -0.32 0.1141
O -7.473 -3.801 -8.077 0.42 -0.26 0.02 -0.0014
C -7.864 -2.617 -7.386 -0.18 0.38 0.18 -0.0472
H -4.622 -6.799 -8.908 -0.28 0.17 -0.01 0.0934
H -3.920 -5.207 -8.579 -0.10 -0.02 0.19 0.0987
H -4.582 -6.207 -7.240 0.04 0.19 -0.09 0.0976
H -7.206 -1.784 -7.645 0.02 -0.14 0.16 0.0991
H -7.868 -2.784 -6.306 0.16 0.06 -0.12 0.0978
H -8.878 -2.366 -7.700 0.14 -0.26 -0.13 0.0935

---

98
Properties=species:S:1:pos:R:3:forces:R:3:lowdin_charge:R:1 method="wB97M-V/def2-TZVPD" lumo_ha=-0.1385 homo_energy_ev=-9.749 charge=+1
C -5.694 4.315 2.256 1.37 -0.56 1.06 -0.0622
C -6.105 3.235 3.330 -1.97 1.13 -0.61 -0.1795
O -5.147 2.153 3.490 -0.58 0.30 0.22 -0.0705
N -3.864 2.585 3.473 1.89 -0.33 -0.31 0.0835
C -2.929 1.730 3.092 -0.20 -0.29 0.31 -0.1986
N -3.344 0.435 2.728 2.13 1.94 0.44 0.1706
C -2.273 -0.391 2.120 0.81 -1.60 -0.38 -0.4276
O -2.945 -1.394 1.324 -0.02 1.43 0.72 0.0149
C -1.358 -1.181 3.146 0.11 -0.59 1.21 -0.1061
C -1.510 -0.763 4.657 0.22 0.04 0.94 -0.2962
C -0.725 -1.761 5.630 0.15 1.03 -1.28 -0.5647
Br -1.949 -3.238 6.113 0.81 0.50 -0.19 0.6111
C -1.483 0.581 1.146 -2.00 1.05 0.22 -0.1449
S -0.378 -0.280 -0.046 5.55 -1.46 0.07 0.8212
O 0.085 -1.587 0.407 -2.59 0.98 -0.08 -0.2416
O 0.822 0.495 -0.380 -2.76 0.60 0.20 -0.2698
C -1.331 -0.376 -1.671 -2.05 1.23 -0.19 -0.3637
F -2.683 -0.621 -1.466 1.91 -0.02 -0.16 0.0906
F -1.275 0.920 -2.178 0.23 -1.99 0.44 0.0839
C -0.738 -1.452 -2.658 1.83 -1.11 0.11 -0.2752
F 0.617 -1.203 -2.820 -2.03 0.12 0.14 0.1247
F -0.811 -2.728 -2.124 -0.28 2.10 -0.33 0.1246
C -1.443 -1.522 -4.085 -0.86 -1.95 -1.28 -0.4123
F -2.322 -0.517 -4.338 1.65 -0.88 0.25 0.1632
F -2.182 -2.694 -4.120 0.82 1.81 0.17 0.1160
F -0.498 -1.674 -5.066 -1.46 0.98 1.51 0.1592
C -0.775 1.760 1.937 2.70 -1.76 0.05 -0.4099
N -0.368 2.885 1.045 -2.44 0.50 0.35 0.1714
C -1.338 3.565 0.670 0.70 -1.42 0.01 -0.2620
O -2.294 4.089 0.297 -0.03 0.67 -0.08 0.2374
N 0.518 1.191 2.496 -0.17 2.90 -0.64 0.0939
C 1.445 2.018 2.294 2.30 -1.46 -0.56 -0.7101
S 2.820 2.716 1.889 -2.29 -0.79 1.01 0.8711
N -1.577 2.174 3.115 -2.66 -0.86 -1.44 0.1953
H -5.207 3.768 1.404 -0.74 0.67 0.49 0.0853
H -4.888 4.957 2.725 -0.91 -0.35 -0.71 0.0750
H -6.527 4.984 1.932 0.62 -0.83 0.33 0.0999
H -7.059 2.750 2.968 1.28 0.09 0.49 0.1411
H -6.358 3.666 4.341 0.58 -0.32 -0.97 0.1343
H -3.554 3.518 3.768 -0.90 -0.32 0.08 0.1887
H -3.840 -0.043 3.488 -0.09 0.37 -0.34 0.1662
H -3.824 -1.484 1.739 0.36 -0.28 -0.59 0.1235
H -0.260 -1.157 2.898 -1.25 0.25 -0.05 0.1134
H -1.647 -2.273 3.088 0.16 1.26 -0.16 0.1361
H -1.099 0.264 4.853 -0.28 -0.87 -0.35 0.0983
H -2.575 -0.764 5.036 0.96 0.02 -0.59 0.0808
H 0.172 -2.113 5.046 -0.97 -0.17 0.88 0.0799
H -0.357 -1.238 6.548 -0.63 -0.66 -0.74 0.0711
H -2.290 1.081 0.518 0.84 -0.70 0.41 0.1586
H -1.487 3.170 3.332 0.19 -0.36 -0.08 0.1625
C 7.037 8.666 3.300 -0.24 -0.03 0.03 -0.1119
O 5.943 8.497 2.412 0.39 0.09 0.02 -0.1999
C 6.285 8.717 1.045 -0.49 -0.16 -0.24 -0.2107
C 6.231 7.411 0.261 0.32 0.04 0.35 -0.2114
N 7.327 6.520 0.639 -0.27 -0.03 -0.13 -0.0509
C 7.189 5.160 0.117 0.14 0.10 0.29 -0.1930
C 5.994 4.333 0.606 0.31 -0.33 -0.26 -0.2373
O 6.052 3.992 1.986 -0.41 0.21 -0.19 -0.2072
C 5.538 4.984 2.862 0.23 -0.29 0.22 -0.1194
H 6.651 8.631 4.319 -0.05 -0.01 -0.09 0.0888
H 7.769 7.861 3.181 0.16 0.10 0.01 0.0772
H 7.522 9.635 3.147 0.06 -0.07 0.00 0.0897
H 7.256 9.208 0.937 0.04 -0.14 0.11 0.1235
H 5.528 9.393 0.638 0.04 0.01 -0.02 0.1201
H 6.301 7.629 -0.809 0.01 -0.03 0.01 0.1237
H 5.256 6.948 0.456 -0.16 0.15 -0.10 0.1000
H 7.376 6.469 1.649 0.04 0.06 -0.07 0.0667
H 8.101 4.626 0.398 -0.09 -0.08 -0.06 0.1215
H 7.173 5.201 -0.977 -0.09 0.02 0.03 0.1196
H 6.022 3.381 0.067 0.03 0.00 0.05 0.1206
H 5.030 4.791 0.355 0.00 0.17 0.14 0.1000
H 4.721 5.557 2.414 0.09 0.08 -0.08 0.0830
H 6.336 5.651 3.190 -0.15 0.21 0.00 0.0731
H 5.155 4.480 3.751 0.01 -0.06 -0.05 0.0823
C -2.058 -10.251 -6.429 0.02 -0.09 0.24 -0.1127
O -1.295 -9.907 -5.283 -0.04 0.08 -0.42 -0.1965
C -0.280 -8.941 -5.548 0.17 0.09 0.54 -0.2116
C -0.612 -7.615 -4.875 -0.30 -0.17 -0.31 -0.2104
N -1.741 -6.956 -5.528 0.13 0.04 0.22 -0.0496
C -2.271 -5.814 -4.782 -0.17 -0.25 -0.17 -0.2032
C -2.886 -6.093 -3.406 -0.14 0.42 -0.09 -0.2247
O -4.087 -6.850 -3.451 0.36 -0.05 0.14 -0.1778
C -3.901 -8.257 -3.488 -0.38 0.08 -0.06 -0.0959
H -2.696 -11.096 -6.167 0.06 0.05 0.06 0.0897
H -2.698 -9.420 -6.741 0.02 -0.01 -0.19 0.0763
H -1.410 -10.551 -7.257 -0.06 0.06 -0.03 0.0887
H -0.104 -8.812 -6.621 -0.18 0.02 0.01 0.1221
H 0.643 -9.329 -5.108 0.01 0.02 -0.03 0.1205
H 0.262 -6.958 -4.923 -0.03 0.01 0.00 0.1223
H -0.828 -7.824 -3.821 0.21 -0.08 0.08 0.1022
H -2.489 -7.628 -5.652 0.08 0.03 -0.03 0.0669
H -3.047 -5.366 -5.410 0.00 0.06 0.11 0.1204
H -1.481 -5.064 -4.677 0.04 -0.10 0.06 0.1029
H -3.167 -5.125 -2.979 -0.03 -0.02 -0.02 0.1108
H -2.171 -6.533 -2.703 0.01 -0.18 -0.08 0.1108
H -3.007 -8.575 -2.946 0.07 0.04 -0.09 0.0896
H -3.867 -8.609 -4.521 0.17 -0.18 0.03 0.0707
H -4.770 -8.720 -3.018 0.01 0.07 0.03 0.0885